# 1
Below is a 2-piece molecular cluster, C3H9O overall in a non-equilibrium geometry, with properties calculated with wB97M-V/def2-TZVPD.

Geometry as XYZ:
```
13
C3H9O (wB97M-V/def2-TZVPD)
O -0.27488 -1.17942 1.14443
C -0.03796 1.49757 -2.12027
C -0.30779 -1.78256 2.42655
C 0.36063 0.70661 -0.87991
H -0.89885 2.16023 -1.92166
H 0.85684 1.37097 -0.14368
H 1.17164 -0.02753 -1.13428
H -0.40485 0.14816 -0.35648
H -0.59532 -1.06837 3.19698
H 0.71456 -2.14566 2.76614
H -0.99500 -2.67493 2.42838
H 0.77612 2.15955 -2.49816
H -0.36513 0.83538 -2.90805
```

Its spin multiplicity is 1. The value obtained for the orbital gap is 6.17 eV. The energy above the lowest of the compared OMol25 structures with the same formula, charge and spin comes out at 14.68 kcal per mole. The value obtained for the HOMO energy is -1.958 eV. As for the total charge: -1.

Atomic partial charges in e from the Löwdin method, atoms 1 to 2: number 1, O, carries -0.48; number 2, C, carries -0.21

# 2
Below is a 2-piece molecular cluster, C3H9O2 overall in a non-equilibrium geometry, with properties calculated with wB97M-V/def2-TZVPD.

Geometry as XYZ:
```
14
C3H9O2 (wB97M-V/def2-TZVPD)
O -0.35169 0.13147 -1.79353
O -1.52466 -2.65574 0.37484
C -0.83520 0.61556 -0.64214
C 1.61761 0.42348 0.12920
C 0.24222 1.03454 0.43557
H 2.42111 0.98221 0.60724
H 1.73594 0.45642 -0.94305
H -1.47869 -0.15807 -0.13077
H 0.33301 2.12884 0.49764
H -1.55341 -2.02054 -0.36962
H 1.61127 -0.61533 0.46393
H -1.54905 1.48642 -0.66262
H -0.08604 0.78078 1.45264
H -0.58243 -2.59003 0.58065
```

Its spin multiplicity is 1. The value obtained for the orbital gap is 6.74 eV. The energy above the lowest of the compared OMol25 structures with the same formula, charge and spin comes out at 17.28 kcal per mole. The value obtained for the HOMO energy is -2.386 eV. As for the total charge: -1.

Atomic partial charges in e from the Löwdin method, atoms 1 to 2: number 1, O, carries -0.36; number 2, O, carries -0.10

# 3
Below is a 2-piece molecular cluster, C3H9O2P overall in a non-equilibrium geometry, with properties calculated with wB97M-V/def2-TZVPD.

Geometry as XYZ:
```
15
C3H9O2P (wB97M-V/def2-TZVPD)
P 2.39435 -0.71439 -0.06458
O 0.96301 1.35173 -0.97007
O 0.79012 1.04553 1.23802
C 0.90201 0.41222 0.03518
C -2.17163 -0.03753 0.04869
C -0.85456 -0.65630 -0.35820
H -2.23094 0.08599 1.05455
H -2.95513 -0.59543 -0.25955
H -0.80491 -1.68448 0.19710
H -0.63237 -0.81736 -1.46834
H 1.75216 -1.88109 0.27025
H 0.42369 1.89598 1.20754
H -2.11464 0.95100 -0.59380
H 1.68811 0.98514 -1.51329
H 2.85074 -0.34101 1.17650
```

Its spin multiplicity is 1. The value obtained for the orbital gap is 9.19 eV. The energy above the lowest of the compared OMol25 structures with the same formula, charge and spin comes out at 86.27 kcal per mole. The value obtained for the HOMO energy is -8.351 eV.

Atomic partial charges in e from the Löwdin method, atoms 1 to 2: number 1, P, carries 0.91; number 2, O, carries -0.07

# 4
Below is a 2-piece molecular cluster, C3H9O2P overall in a non-equilibrium geometry, with properties calculated with wB97M-V/def2-TZVPD.

Geometry as XYZ:
```
15
C3H9O2P (wB97M-V/def2-TZVPD)
P 4.27248 -0.22860 -0.62212
O 4.61489 0.18427 -1.95511
O 0.11425 -1.14301 0.40836
C -1.87582 -1.02408 1.87074
C -0.74664 -0.23690 1.26087
C -1.45444 0.77890 0.30715
H -0.53518 -1.66340 -0.07941
H -1.67057 -1.71231 2.69532
H 3.21144 0.82766 -0.21453
H -1.07560 0.75676 -0.70472
H -2.58104 -0.29120 2.21941
H 0.07807 0.07477 1.89534
H -2.30140 -1.60556 1.02978
H -2.43168 0.25726 0.21027
H -1.46431 1.72685 0.72145
```

Its spin multiplicity is 3. The value obtained for the orbital gap (spin up / spin down) is 8.35 / 7.71 eV. The energy above the lowest of the compared OMol25 structures with the same formula, charge and spin comes out at 0.00 kcal per mole. The value obtained for the HOMO energy (spin up / spin down) is -7.458 / -10.281 eV.

Atomic partial charges in e from the Löwdin method, atoms 1 to 2: number 1, P, carries 0.63; number 2, O, carries -0.59

We obtain calculated total energy values of -194.89118; -270.15820; -611.40872; -611.38848 hartree for the records listed above, in that order.